A) 2 unconnected molecules or ions with the total composition C3H14N4. Source: OMol25; level of theory: wB97M-V/def2-TZVPD.

```
21
Properties=species:S:1:pos:R:3:nbo_charge:R:1
N -0.42 2.07 0.18 -0.877
C -1.28 1.10 -0.50 -0.320
C -1.99 -0.29 0.45 -0.185
N -1.47 -1.57 0.31 -0.893
H -0.90 2.95 0.33 0.365
H -0.14 1.75 1.10 0.363
H -0.79 0.76 -1.43 0.160
H -2.18 1.60 -0.85 0.193
H -1.85 0.08 1.47 0.171
H -3.04 -0.23 0.16 0.184
H -0.23 -1.49 0.27 0.401
H -1.72 -1.96 -0.60 0.335
C 1.96 -0.98 -0.97 -0.428
N 1.07 -0.72 0.16 -0.499
N 1.66 -0.07 1.28 -0.664
H 2.36 -0.05 -1.39 0.180
H 2.78 -1.63 -0.66 0.198
H 1.38 -1.49 -1.74 0.208
H 0.34 -0.04 -0.18 0.414
H 2.02 0.85 0.98 0.340
H 2.43 -0.64 1.63 0.354
```

Computed properties:
* total charge: 0
* highest occupied orbital energy: -7.79 eV
* multiplicity: 1
* SMILES: NCCN.CNN
* orbital gap: 8.76 eV

---

B) 2 unconnected molecules or ions with the total composition C3H14N4. Source: OMol25; level of theory: wB97M-V/def2-TZVPD.

```
21
Properties=species:S:1:pos:R:3:nbo_charge:R:1
C -0.17 1.68 2.03 -0.408
N -0.58 0.93 0.85 -0.682
C -1.16 -0.41 1.14 -0.055
N -1.91 -0.56 -0.10 -0.948
H 0.33 2.60 1.72 0.201
H -1.04 1.90 2.64 0.190
H 0.55 1.12 2.65 0.169
H 0.22 0.81 0.22 0.416
H -1.79 -0.32 2.04 0.157
H -0.38 -1.18 1.26 0.160
H -2.75 -1.10 0.05 0.370
H -1.79 0.62 -0.24 0.423
N 1.80 0.08 -0.78 -0.860
C 1.33 -1.06 -1.58 -0.042
N 0.16 -0.64 -2.31 -0.874
H 1.97 0.86 -1.41 0.366
H 2.68 -0.15 -0.32 0.361
H 2.09 -1.40 -2.30 0.152
H 1.15 -1.89 -0.87 0.146
H -0.63 -0.54 -1.67 0.401
H -0.09 -1.33 -3.01 0.357
```

Computed properties:
* total charge: 0
* highest occupied orbital energy: -8.56 eV
* multiplicity: 1
* SMILES: CNCN.NCN
* orbital gap: 9.65 eV

---

Which of them is most stable? Easy: B).

---

A) A molecular structure, C5H7NO. Source: OMol25; level of theory: wB97M-V/def2-TZVPD.

```
14
Properties=species:S:1:pos:R:3:nbo_charge:R:1
C -1.96 -0.75 0.31 -0.629
C -0.97 -0.05 -0.57 -0.405
C -0.49 1.18 -0.23 0.286
N 0.25 2.03 0.20 -0.385
C 0.90 0.31 0.62 0.717
O 0.72 -0.05 1.73 -0.533
C 2.03 0.15 -0.35 -0.704
H -1.69 -0.67 1.37 0.235
H -2.96 -0.31 0.18 0.221
H -2.01 -1.81 0.05 0.221
H -0.79 -0.37 -1.59 0.241
H 2.44 -0.86 -0.27 0.242
H 2.80 0.88 -0.07 0.253
H 1.73 0.33 -1.38 0.240
```

Computed properties:
* total charge: 0
* highest occupied orbital energy: -8.43 eV
* multiplicity: 1
* orbital gap: 9.18 eV

---

B) C5H7NO in the gas phase. Source: OMol25; level of theory: wB97M-V/def2-TZVPD.

```
14
Properties=species:S:1:pos:R:3:nbo_charge:R:1
C -1.93 0.25 0.27 -0.620
C -0.47 0.03 0.06 -0.038
N 0.04 -1.15 0.77 -0.563
C 0.77 0.10 0.89 -0.087
C 1.81 0.21 -0.19 -0.549
C 1.32 0.19 -1.44 0.628
O 1.12 0.08 -2.59 -0.477
H -2.25 1.15 -0.25 0.212
H -2.15 0.32 1.34 0.226
H -2.50 -0.61 -0.12 0.225
H -0.03 0.73 -0.82 0.203
H 0.58 -1.88 0.32 0.368
H 0.84 0.61 1.84 0.214
H 2.86 -0.02 -0.09 0.256
```

Computed properties:
* total charge: 0
* highest occupied orbital energy: -8.66 eV
* multiplicity: 1
* SMILES: C[C@@H]1N[C@H]1C=C=O
* orbital gap: 9.57 eV

---

C) C5H7NO in the gas phase. Source: OMol25; level of theory: wB97M-V/def2-TZVPD.

```
14
Properties=species:S:1:pos:R:3:nbo_charge:R:1
C 2.43 -0.15 -0.01 -0.675
C 0.95 0.05 -0.06 0.437
C -0.11 -0.80 -0.38 -0.596
C -1.28 -0.04 0.05 0.130
N -2.56 -0.57 -0.07 -0.811
C -0.87 1.21 0.37 -0.049
O 0.51 1.23 0.37 -0.402
H 2.95 0.52 -0.69 0.233
H 2.69 -1.18 -0.24 0.240
H 2.78 0.08 1.01 0.239
H -0.48 -0.56 -1.40 0.287
H -2.52 -1.58 -0.18 0.381
H -3.10 -0.36 0.76 0.379
H -1.38 2.15 0.48 0.206
```

Computed properties:
* total charge: 0
* highest occupied orbital energy: -8.12 eV
* multiplicity: 1
* SMILES: Cc1cc(N)co1
* orbital gap: 9.16 eV

---

D) 2 unconnected molecules or ions with the total composition C5H7NO. Source: OMol25; level of theory: wB97M-V/def2-TZVPD.

```
14
Properties=species:S:1:pos:R:3:nbo_charge:R:1
C -1.74 -0.70 2.53 0.076
C -1.01 -0.88 -1.07 0.279
C 0.24 -0.05 -0.93 0.055
C 1.43 -0.62 -0.24 -0.639
C 0.07 1.46 -0.86 -0.656
N -2.12 -0.34 3.56 -0.296
O -0.36 -0.65 -2.09 -0.396
H -1.57 -1.16 1.66 0.215
H 1.18 -0.71 0.80 0.223
H 2.30 -0.09 -0.40 0.219
H 1.62 -1.64 -0.56 0.227
H 0.76 1.79 -0.05 0.231
H -0.91 1.67 -0.40 0.223
H 0.11 1.91 -1.94 0.240
```

Computed properties:
* total charge: 0
* highest occupied orbital energy: -9.45 eV
* multiplicity: 1
* orbital gap: 10.08 eV

---

Which of them is most stable? Easy: C).

---

A) 2 unconnected molecules or ions with the total composition C4H13NO3. Source: OMol25; level of theory: wB97M-V/def2-TZVPD.

```
21
Properties=species:S:1:pos:R:3:nbo_charge:R:1
O -3.68 0.16 -0.07 -0.766
C -2.33 0.59 0.25 -0.077
C -1.41 0.55 -0.95 -0.445
C 0.13 0.98 -0.43 -0.214
N 0.32 0.92 1.02 -0.708
C 1.67 0.44 1.41 0.089
O 2.50 0.70 0.27 -0.729
H -3.94 -0.45 -0.67 0.474
H -2.03 0.21 1.22 0.202
H -2.59 1.66 0.64 0.167
H -1.32 -0.50 -1.33 0.189
H -1.68 1.12 -1.95 0.220
H 0.93 0.52 -1.07 0.220
H 0.20 2.12 -0.63 0.175
H -0.10 1.63 1.61 0.380
H 2.13 1.18 2.20 0.183
H 1.57 -0.62 1.55 0.169
H 2.56 -0.15 -0.22 0.469
O 2.34 -3.44 -1.13 -0.941
H 1.49 -3.72 -1.61 0.474
H 2.86 -4.20 -1.08 0.468
```

Computed properties:
* total charge: 0
* highest occupied orbital energy: -8.22 eV
* multiplicity: 1
* SMILES: OCCCNCO.O
* orbital gap: 8.70 eV

---

B) 3 unconnected molecules or ions with the total composition C4H13NO3. Source: OMol25; level of theory: wB97M-V/def2-TZVPD.

```
21
Properties=species:S:1:pos:R:3:nbo_charge:R:1
C 0.49 -1.74 1.50 -0.619
C -0.42 -0.51 1.50 -0.407
C -1.65 -0.68 0.60 -0.224
N -1.29 -0.88 -0.80 -0.614
C -1.08 0.16 -1.65 0.546
O -1.20 1.33 -1.35 -0.651
H 1.53 -1.45 1.69 0.216
H 0.47 -2.39 0.64 0.198
H 0.23 -2.36 2.37 0.210
H 0.07 0.38 1.10 0.202
H -0.80 -0.33 2.49 0.212
H -2.23 0.23 0.61 0.229
H -2.29 -1.53 0.84 0.197
H -0.79 -1.71 -1.09 0.391
H -0.83 -0.20 -2.66 0.118
O 0.83 3.05 -0.42 -0.954
H 1.03 2.36 0.22 0.459
H 0.33 2.56 -1.09 0.492
O 2.39 0.92 -1.66 -0.956
H 2.22 1.83 -1.92 0.485
H 3.00 0.96 -0.91 0.469
```

Computed properties:
* total charge: 0
* highest occupied orbital energy: -10.01 eV
* multiplicity: 1
* SMILES: CCCNC=O.O.O
* orbital gap: 10.66 eV

---

Which of them is most stable? Easy: B).

---

A) 2 unconnected molecules or ions with the total composition C4H13NO3. Source: OMol25; level of theory: wB97M-V/def2-TZVPD.

```
21
Properties=species:S:1:pos:R:3:nbo_charge:R:1
C 0.14 1.84 -1.14 -0.434
N -0.61 0.60 -0.93 -0.626
C 0.27 -0.22 -0.01 -0.118
C -0.71 -1.25 0.58 -0.062
O -0.29 -2.25 1.42 -0.765
C 1.45 -1.11 -0.55 -0.103
O 2.68 -0.23 -0.51 -0.755
H -0.53 2.64 -1.44 0.192
H 0.89 1.81 -1.88 0.195
H 0.45 2.38 -0.17 0.193
H -0.67 0.18 -1.84 0.362
H 0.71 0.46 0.73 0.210
H -0.85 -2.06 -0.18 0.206
H -1.54 -0.67 1.09 0.170
H -0.07 -2.23 2.32 0.483
H 1.30 -1.39 -1.63 0.172
H 1.46 -2.01 0.13 0.209
H 3.52 -0.79 -0.62 0.473
O -2.75 2.24 0.98 -0.922
H -2.53 1.33 0.92 0.463
H -1.87 2.54 0.65 0.460
```

Computed properties:
* total charge: 0
* highest occupied orbital energy: -9.63 eV
* multiplicity: 1
* SMILES: CNC(CO)CO.O
* orbital gap: 10.31 eV

---

B) 4 unconnected molecules or ions with the total composition C4H13NO3. Source: OMol25; level of theory: wB97M-V/def2-TZVPD.

```
21
Properties=species:S:1:pos:R:3:nbo_charge:R:1
C -1.67 -2.33 0.34 -0.404
C -0.52 -1.69 0.21 -0.205
C -0.31 -0.43 -0.46 -0.340
C -0.52 -0.37 -1.85 0.025
N -0.30 0.69 -2.80 -0.838
H -1.47 -3.16 1.08 0.201
H -2.53 -2.13 -0.22 0.203
H 0.32 -2.28 0.66 0.196
H 0.05 0.47 0.03 0.209
H -0.64 -1.34 -2.35 0.189
H -0.90 0.75 -3.62 0.383
H -0.16 1.64 -2.46 0.371
O 2.47 0.13 1.06 -0.924
H 3.19 -0.09 1.60 0.472
H 2.44 1.05 1.23 0.457
O 1.18 2.53 -0.36 -0.920
H 1.47 1.70 -0.02 0.459
H 1.42 2.38 -1.30 0.465
O -1.23 1.27 2.99 -0.918
H -0.69 0.57 2.59 0.461
H -1.58 0.64 3.64 0.458
```

Computed properties:
* total charge: 0
* highest occupied orbital energy: -8.04 eV
* multiplicity: 1
* SMILES: C=C/C=C/N.O.O.O
* orbital gap: 8.58 eV

---

Which of them is most stable? Easy: B).

---

A) 3 unconnected molecules or ions with the total composition C4H13NO3. Source: OMol25; level of theory: wB97M-V/def2-TZVPD.

```
21
Properties=species:S:1:pos:R:3:nbo_charge:R:1
C 0.97 -0.66 1.74 -0.411
N 1.24 0.43 0.86 -0.445
C 1.04 0.13 -0.51 -0.204
C -0.25 -2.09 -0.37 -0.117
C -0.24 -0.74 -0.83 -0.064
O -0.31 -0.65 -2.30 -0.627
H 0.94 -0.30 2.77 0.244
H 1.71 -1.46 1.64 0.194
H -0.01 -1.13 1.50 0.201
H 0.68 1.30 1.09 0.467
H 1.91 -0.43 -0.87 0.206
H 0.85 1.04 -1.07 0.281
H 0.31 -2.85 -0.91 0.197
H -1.08 -2.44 0.23 0.219
H -1.10 -0.18 -0.46 0.256
H -0.40 -1.58 -2.53 0.461
H -1.25 2.29 -0.32 0.513
O -1.81 2.10 -1.15 -1.017
H -0.21 3.32 1.31 0.447
H -2.50 1.47 -0.87 0.439
O -0.47 2.44 1.04 -1.240
```

Computed properties:
* total charge: 0
* highest occupied orbital energy: -8.06 eV
* multiplicity: 1
* orbital gap: 4.66 eV

---

B) 2 unconnected molecules or ions with the total composition C4H13NO3. Source: OMol25; level of theory: wB97M-V/def2-TZVPD.

```
21
Properties=species:S:1:pos:R:3:nbo_charge:R:1
C 2.45 -0.03 -1.54 -0.640
C 1.10 -0.13 -0.80 0.066
O 1.22 -1.40 -0.13 -0.737
C 0.91 1.13 0.12 -0.226
N -0.42 0.83 0.78 -0.696
C -0.67 0.05 1.95 0.098
O -1.15 -1.22 1.52 -0.786
H 2.66 -1.14 -2.04 0.212
H 3.43 0.03 -1.02 0.218
H 2.44 0.66 -2.41 0.204
H 0.38 -0.11 -1.55 0.156
H 0.36 -1.43 0.37 0.490
H 0.72 2.07 -0.68 0.197
H 1.83 1.35 0.75 0.216
H -1.18 0.85 0.05 0.409
H 0.13 0.03 2.63 0.175
H -1.49 0.60 2.54 0.144
H -1.85 -1.68 1.97 0.492
O -2.74 0.84 -1.46 -0.945
H -2.91 1.20 -2.29 0.472
H -3.01 -0.14 -1.52 0.481
```

Computed properties:
* total charge: 0
* highest occupied orbital energy: -8.24 eV
* multiplicity: 1
* SMILES: C[C@@H](O)CNCO.O
* orbital gap: 8.71 eV

---

Which of them is most stable? Easy: B).

---

A) C6H10O in the gas phase. Source: OMol25; level of theory: wB97M-V/def2-TZVPD.

```
17
Properties=species:S:1:pos:R:3:nbo_charge:R:1
O -0.84 0.51 3.13 -0.675
C -0.90 0.19 1.81 0.155
C -0.06 -0.60 1.13 -0.323
C -0.18 -0.83 -0.35 -0.235
C -0.75 0.39 -1.13 -0.392
C 0.70 0.88 -1.31 -0.402
C 1.15 -0.58 -1.13 -0.389
H -0.03 0.15 3.50 0.474
H -1.74 0.68 1.34 0.177
H 0.74 -1.11 1.66 0.194
H -0.64 -1.81 -0.56 0.206
H -1.46 1.05 -0.62 0.198
H -1.19 0.08 -2.08 0.204
H 1.01 1.49 -0.45 0.205
H 0.96 1.41 -2.23 0.202
H 1.12 -1.11 -2.09 0.201
H 2.10 -0.79 -0.63 0.200
```

Computed properties:
* total charge: 0
* highest occupied orbital energy: -8.67 eV
* multiplicity: 1
* SMILES: O/C=C/C1CCC1
* orbital gap: 9.62 eV

---

B) A molecular structure, C6H10O. Source: OMol25; level of theory: wB97M-V/def2-TZVPD.

```
17
Properties=species:S:1:pos:R:3:nbo_charge:R:1
C 2.09 -0.53 -0.23 -0.742
C 1.41 0.36 0.76 -0.164
C -0.21 1.24 -0.18 -0.467
C -1.66 1.18 -0.58 -0.151
C -2.07 -0.01 -0.16 -0.311
C -0.87 -0.48 0.59 0.192
O -0.47 -1.77 0.37 -0.678
H 2.32 -0.03 -1.18 0.194
H 3.06 -0.73 0.27 0.253
H 1.65 -1.51 -0.42 0.195
H 1.11 -0.25 1.62 0.114
H 0.42 1.20 -1.06 0.228
H 0.01 2.15 0.38 0.237
H -2.21 1.98 -1.06 0.211
H -3.02 -0.53 -0.23 0.220
H -0.91 -0.30 1.66 0.192
H -0.65 -1.98 -0.56 0.477
```

Computed properties:
* total charge: 0
* highest occupied orbital energy: -7.31 eV
* multiplicity: 1
* orbital gap: 7.96 eV

---

Which of them is most stable? Easy: A).